<A>
The following is a quantum chemistry calculation of a cluster of 6 separate species, C36H30N6O12 in total, from the Open Molecules 2025 dataset.

```
84
Properties=species:S:1:pos:R:3
O -0.5374 -0.7492 -1.8784
N -0.8191 -0.2742 -0.7247
O -1.6947 0.5588 -0.5944
C -0.0213 -0.7693 0.3962
C 0.9912 -1.7556 0.2226
C 1.7773 -2.1045 1.3308
C 1.4962 -1.5629 2.5985
C 0.6565 -0.4677 2.7248
C -0.1540 -0.1332 1.6355
H 1.2951 -2.0528 -0.7703
H 2.5165 -2.8877 1.2489
H 1.7743 -2.1294 3.4750
H 0.4364 0.0541 3.6444
H -0.8437 0.6929 1.7264
O -8.2947 3.6939 -4.1920
N -8.2055 2.4547 -4.0463
O -9.1877 1.7812 -4.4351
C -7.0220 1.8949 -3.4377
C -6.0330 2.6852 -2.8569
C -4.9355 2.1074 -2.1453
C -4.8499 0.7202 -2.0932
C -5.8348 -0.0524 -2.6624
C -6.9687 0.5104 -3.2448
H -6.1146 3.7534 -2.7205
H -4.1371 2.6501 -1.6611
H -4.0482 0.2209 -1.5693
H -5.7896 -1.1274 -2.5690
H -7.8053 -0.0668 -3.6099
O 5.0608 -6.2660 6.6933
N 4.4899 -7.1850 6.1089
O 4.3760 -8.3240 6.5449
C 3.9209 -6.9245 4.7358
C 4.1885 -5.7082 4.0857
C 3.5931 -5.3527 2.8760
C 2.5590 -6.2054 2.4136
C 2.1971 -7.3588 3.0928
C 2.9568 -7.7664 4.2681
H 4.9508 -5.0285 4.4369
H 4.0250 -4.6129 2.2184
H 2.1116 -6.0312 1.4462
H 1.2403 -7.7913 2.8399
H 2.7757 -8.6833 4.8093
O -0.0371 2.7596 -0.1889
N 0.0553 3.9294 -0.5734
O 1.0839 4.5719 -0.3248
C -1.0394 4.4655 -1.3717
C -1.4609 5.7621 -1.0769
C -2.3817 6.3394 -1.9629
C -2.9190 5.6069 -3.0783
C -2.6402 4.3008 -3.2704
C -1.7012 3.6530 -2.3854
H -0.9603 6.3154 -0.2961
H -2.7148 7.3529 -1.7952
H -3.5020 6.1319 -3.8205
H -3.0947 3.8471 -4.1387
H -1.5106 2.5928 -2.4637
O 3.6058 -3.4141 -1.2730
N 4.7541 -3.8132 -1.0851
O 5.1317 -4.4854 -0.0909
C 5.7504 -3.7774 -2.1522
C 5.4946 -3.0268 -3.2820
C 6.4194 -2.9577 -4.3269
C 7.6782 -3.5295 -4.1496
C 8.0000 -4.2749 -3.0714
C 7.0198 -4.3563 -2.0409
H 4.5324 -2.5575 -3.4252
H 6.0809 -2.3838 -5.1769
H 8.4017 -3.4130 -4.9429
H 8.9295 -4.7939 -2.8894
H 7.2719 -5.0406 -1.2442
O -1.0286 2.3756 3.7793
N -0.9346 3.6177 3.8567
O -0.0557 4.1214 4.5091
C -1.8157 4.4510 3.0537
C -2.6354 3.8659 2.0916
C -3.4566 4.7532 1.3209
C -3.3946 6.1673 1.4418
C -2.6014 6.6826 2.3790
C -1.7386 5.8444 3.1413
H -2.6823 2.8031 1.9055
H -4.1862 4.2827 0.6784
H -4.0871 6.8009 0.9076
H -2.5610 7.7523 2.5220
H -1.1617 6.2707 3.9487
```

The SMILES is O=[N+]([O-])c1ccccc1.O=[N+]([O-])c1ccccc1.O=[N+]([O-])c1ccccc1.O=[N+]([O-])c1ccccc1.O=[N+]([O-])c1ccccc1.O=[N+]([O-])c1ccccc1. Its gap between HOMO and LUMO is 8.612 eV. The multiplicity is 1. As for the LUMO energy: -1.178 eV.

=====

<B>
The following is a quantum chemistry calculation of a cluster of 6 separate species, C36H30N6O12 in total, from the Open Molecules 2025 dataset.

```
84
Properties=species:S:1:pos:R:3
O -2.1231 1.1088 -9.2677
N -1.3656 1.4515 -8.4080
O -0.3117 1.9955 -8.5992
C -1.6697 1.1350 -6.9805
C -1.1340 1.9955 -6.0835
C -1.3616 1.7340 -4.7019
C -2.0737 0.6197 -4.4142
C -2.6020 -0.2204 -5.4107
C -2.3904 0.0443 -6.7328
H -0.6173 2.8373 -6.5117
H -1.0904 2.4255 -3.9553
H -2.3960 0.3393 -3.3958
H -3.1732 -1.0606 -5.0668
H -2.8505 -0.4212 -7.5418
O 0.3447 -1.2380 -2.4811
N 1.3967 -0.6529 -2.6573
O 2.0896 -0.2338 -1.7535
C 1.7526 -0.3670 -4.0989
C 1.0520 -1.0068 -5.0491
C 1.2640 -0.7181 -6.4002
C 2.3254 0.1818 -6.5741
C 3.1943 0.7329 -5.5878
C 2.8053 0.5038 -4.2884
H 0.3698 -1.7528 -4.7802
H 0.7396 -1.2756 -7.1961
H 2.5806 0.5863 -7.5571
H 3.8807 1.5206 -5.8552
H 3.2662 0.7837 -3.3617
O -3.7604 -0.1381 7.2954
N -3.1618 0.1019 6.2833
O -2.4446 -0.6501 5.6514
C -3.3000 1.4673 5.7674
C -2.5492 1.7724 4.6710
C -2.7333 3.0053 4.1000
C -3.6977 3.8524 4.6027
C -4.4766 3.5106 5.7140
C -4.2502 2.2825 6.3317
H -1.8531 1.0485 4.1801
H -2.2639 3.1928 3.1038
H -3.9869 4.7724 4.1213
H -5.2747 4.1637 6.0392
H -4.7432 1.9502 7.2372
O 1.1239 -1.9377 6.4548
N 1.6268 -0.8717 6.2267
O 2.6567 -0.6569 5.5999
C 0.9649 0.3006 6.7983
C 0.1134 0.1573 7.8437
C -0.4617 1.3223 8.3739
C -0.3121 2.5586 7.6813
C 0.4497 2.6361 6.5826
C 1.1518 1.4867 6.1465
H -0.1123 -0.7982 8.3085
H -0.9687 1.2753 9.3115
H -0.7613 3.4989 8.0462
H 0.4016 3.5612 5.9725
H 1.7106 1.4901 5.2677
O 1.5976 -5.5245 -4.2803
N 1.7719 -5.4271 -3.0952
O 1.1546 -5.9701 -2.2616
C 2.7685 -4.4438 -2.7525
C 3.4349 -3.8398 -3.7490
C 4.3938 -2.8776 -3.4353
C 4.4410 -2.4053 -2.1364
C 3.6298 -2.9251 -1.1704
C 2.8600 -4.0140 -1.4476
H 3.2711 -4.0932 -4.8220
H 5.0483 -2.3979 -4.2048
H 4.9998 -1.5551 -1.8505
H 3.5982 -2.5503 -0.1969
H 2.2594 -4.4158 -0.6088
O -0.6457 1.5483 -1.2273
N -1.3559 0.7637 -0.6222
O -2.4301 0.3759 -1.0469
C -0.8455 0.2623 0.6811
C 0.5281 0.3565 0.8152
C 1.1392 -0.3303 1.8237
C 0.3583 -1.1609 2.6469
C -1.0057 -1.0917 2.5685
C -1.6717 -0.3812 1.5182
H 1.0955 0.8148 0.0256
H 2.2129 -0.3038 1.8216
H 0.8248 -1.7814 3.3923
H -1.6460 -1.6384 3.2395
H -2.7771 -0.3975 1.3725
```

The SMILES is O=[N+]([O-])c1ccccc1.O=[N+]([O-])c1ccccc1.O=[N+]([O-])c1ccccc1.O=[N+]([O-])c1ccccc1.O=[N+]([O-])c1ccccc1.O=[N+]([O-])c1ccccc1. Its gap between HOMO and LUMO is 9.153 eV. The multiplicity is 1. As for the LUMO energy: -0.619 eV.

=====

Verdict on stability: <A> comes out at the bottom.

=====

<A>
The following is a quantum chemistry calculation of a cluster of 5 separate species, C3H16O5 in total, from the Open Molecules 2025 dataset.

```
24
Properties=species:S:1:pos:R:3
C -15.0909 16.2263 -11.7836
C -16.5360 16.7128 -11.8187
C -17.0184 17.0782 -10.4190
O -16.5236 17.8310 -12.7500
H -14.9117 15.2796 -11.2700
H -14.5251 16.9994 -11.2498
H -14.6150 16.1762 -12.7620
H -17.2207 16.0112 -12.3114
H -16.8265 16.2137 -9.7857
H -18.0888 17.2799 -10.4561
H -16.4966 17.9726 -10.0788
H -17.2806 18.3989 -12.5141
O -18.7168 19.6568 -12.1089
H -19.4953 20.2312 -12.0811
H -18.0265 20.1366 -11.5996
O -16.7283 21.1054 -10.7524
H -16.4006 21.0170 -9.8498
H -16.0759 21.6537 -11.2045
O -20.5289 18.9435 -14.3472
H -19.7356 19.0434 -13.8036
H -21.1133 19.6432 -14.0328
O -21.3554 21.4094 -12.7291
H -21.4219 22.2727 -13.1546
H -21.6608 21.5552 -11.8251
```

The SMILES is CC(C)O.O.O.O.O. Its gap between HOMO and LUMO is 9.707 eV. The multiplicity is 1. As for the LUMO energy: 0.147 eV.

=====

<B>
The following is a quantum chemistry calculation of a cluster of 6 separate species, C3H16O5 in total, from the Open Molecules 2025 dataset.

```
24
Properties=species:S:1:pos:R:3
C 0.9036 1.1881 1.4422
C 1.2837 1.2190 0.1682
C 2.2867 2.1804 -0.3995
H 0.2069 0.4595 1.8292
H 1.3152 1.9444 2.1022
H 0.9105 0.4675 -0.5165
H 1.8626 2.7674 -1.2153
H 2.6378 2.8490 0.3865
H 3.1546 1.6467 -0.7901
O 0.7774 -2.9185 0.1896
H 0.4538 -2.6417 -0.6899
H 1.5183 -2.3152 0.3970
O -1.8946 2.1692 0.0510
H -0.9365 2.1679 0.2436
H -1.9536 2.8528 -0.6208
O -0.2306 -1.7497 -2.0681
H -0.5697 -2.3025 -2.7576
H -1.0205 -1.3341 -1.6390
O -1.4621 -2.0289 1.6273
H -0.6955 -2.4635 1.1657
H -1.9939 -2.7330 1.9970
O -2.2341 -0.6584 -0.6438
H -2.1286 -1.0653 0.2293
H -2.1913 0.2992 -0.4883
```

The SMILES is C=CC.O.O.O.O.O. Its gap between HOMO and LUMO is 10.807 eV. The multiplicity is 1. As for the LUMO energy: 0.674 eV.

=====

Verdict on stability: <A> comes out at the bottom.